Entry 1:
{"formula": "C16H25N3O4S", "method": "ωB97M-V/def2-TZVPD", "gap_ev": 9.7, "e_above_lowest_ev": 2.2340, "e_homo_ev": -9.0, "smiles": "CCCNS(=O)(=O)c1ccc(OCC(=O)N2CCN(C)CC2)cc1", "symbols": ["C", "C", "H", "C", "H", "H", "C", "N", "N", "C", "H", "H", "C", "O", "H", "C", "H", "N", "H", "H", "C", "H", "C", "H", "C", "H", "O", "H", "H", "C", "C", "O", "S", "C", "H", "H", "C", "H", "H", "C", "H", "H", "H", "H", "O", "H", "H", "H", "C"], "coordinates": [[0.70, -0.19, -0.68], [7.75, 0.01, 0.29], [6.08, 0.63, -0.93], [1.70, 0.65, 1.78], [-2.13, 2.15, -2.01], [-3.38, 0.11, 1.12], [-1.42, 1.35, -1.79], [-3.02, -0.29, -0.87], [4.83, -0.89, 0.83], [1.74, -0.87, -0.08], [-7.47, 0.28, -1.06], [5.76, 0.50, 2.11], [0.66, 1.34, 1.19], [-1.90, -0.78, -2.77], [-3.35, -2.15, -1.71], [-3.75, -1.54, -0.90], [8.12, 0.14, 1.30], [-5.72, -0.40, -0.06], [0.22, 2.21, 1.66], [7.58, -1.06, 0.11], [5.38, 0.43, 1.09], [-5.14, 1.39, -1.04], [-3.51, 0.60, 0.15], [-5.79, -2.21, -1.07], [0.16, 0.93, -0.05], [-7.65, -1.17, -0.06], [3.42, -2.74, 1.71], [2.10, 0.94, 2.74], [0.32, -0.54, -1.63], [2.23, -0.45, 1.14], [-2.15, -0.01, -1.85], [3.84, -0.82, 3.19], [3.60, -1.33, 1.87], [-7.15, -0.21, -0.13], [-0.66, 1.34, -2.58], [-5.38, -0.82, -2.11], [-5.24, -1.27, -1.11], [-5.38, 1.49, 0.73], [5.54, -1.61, 0.82], [-5.00, 0.86, -0.08], [6.68, 1.86, 0.19], [2.18, -1.74, -0.54], [-7.47, 0.41, 0.71], [8.52, 0.35, -0.41], [-0.86, 1.68, -0.54], [-3.60, -2.05, 0.05], [-2.96, 1.54, 0.15], [4.53, 1.12, 1.00], [6.46, 0.80, 0.08]], "mulliken_charge": [-0.338, -1.179, 0.292, -0.127, 0.409, 0.196, -0.845, 0.108, -0.287, -1.008, 0.373, 0.319, -0.718, -0.678, 0.463, -0.995, 0.306, -0.113, 0.452, 0.332, -0.426, 0.334, -0.716, 0.473, 0.803, 0.339, -0.730, 0.506, 0.444, -0.227, 0.956, -0.687, 1.369, -1.069, 0.361, 0.336, -0.646, 0.456, 0.300, -0.770, 0.332, 0.408, 0.339, 0.351, -0.471, 0.348, 0.519, 0.326, -0.522]}


Entry 2:
{"formula": "C18H45BrN3O6P4", "method": "ωB97M-V/def2-TZVPD", "gap_ev": 5.4, "total_charge": -1, "e_homo_ev": -3.8, "symbols": ["C", "H", "H", "P", "H", "H", "H", "C", "O", "C", "H", "C", "H", "H", "C", "P", "H", "C", "H", "H", "H", "P", "C", "C", "H", "H", "H", "O", "H", "Br", "H", "C", "H", "H", "C", "C", "H", "C", "H", "H", "H", "H", "N", "C", "N", "C", "H", "H", "N", "H", "H", "H", "H", "H", "H", "H", "H", "H", "H", "O", "C", "H", "H", "C", "C", "O", "H", "H", "H", "H", "O", "C", "H", "O", "P", "H", "H"], "coordinates": [[2.96, 1.69, 4.90], [-4.03, -1.92, 0.50], [-3.96, 0.58, -3.11], [2.99, 1.88, 0.40], [-4.53, -1.75, -1.26], [-4.20, 3.34, -2.25], [-5.17, 2.47, -3.55], [-0.22, -3.79, -1.79], [4.53, 0.78, 3.50], [-2.74, -0.61, -0.77], [3.56, -1.35, -2.71], [2.20, -7.98, 1.63], [1.20, 0.11, -0.76], [0.28, -1.74, -1.27], [1.62, -2.37, -2.88], [-0.89, 2.10, -0.55], [2.19, -7.39, 2.54], [-3.30, 1.44, -2.84], [2.53, 2.29, 4.10], [-1.31, -3.97, -1.94], [0.28, 4.72, 1.36], [-2.91, 1.26, -1.02], [-1.25, 6.11, 0.68], [1.90, 0.15, -2.75], [-1.60, 6.86, 1.43], [0.33, -4.56, -2.37], [-0.99, 5.02, 2.57], [5.24, 1.77, 5.27], [-2.88, 2.67, 3.18], [-1.06, 3.89, -2.07], [1.05, -3.50, -0.01], [0.07, -3.97, -0.26], [1.23, -0.09, -3.60], [-2.42, 1.34, -3.51], [-4.13, -1.23, -0.36], [-0.81, 4.82, 1.48], [-3.60, 3.34, -3.92], [2.53, -1.23, -2.30], [2.70, 0.79, -3.16], [2.07, -3.38, -2.74], [-2.90, 0.51, 2.03], [2.44, 0.74, 5.01], [4.37, 1.39, 4.53], [1.08, 0.84, -1.61], [3.37, 3.35, 0.94], [-1.93, 2.35, 2.71], [-0.35, 6.55, 0.22], [-1.11, 2.69, 3.38], [0.92, -7.73, 0.92], [0.15, -5.07, -0.07], [1.48, -2.23, -3.97], [-2.16, 0.41, 3.64], [2.19, 2.81, -1.77], [-4.84, -0.41, -0.12], [4.14, 1.16, -0.05], [-2.05, 5.93, -0.06], [2.32, 1.20, 1.46], [-1.07, 0.31, 2.24], [-2.37, -1.05, -1.71], [0.71, 2.75, -0.26], [-4.16, 2.73, -3.18], [2.96, 2.24, 5.84], [2.62, -1.33, -1.20], [1.75, 2.14, -1.00], [0.19, -2.33, -2.20], [-0.09, -8.01, 1.51], [-1.96, -0.76, 0.01], [-0.45, 0.98, 0.25], [4.38, 3.48, 0.88], [-0.75, -3.57, 0.37], [-0.27, 1.13, -1.89], [-2.00, 0.79, 2.60], [3.02, -7.68, 0.98], [0.98, -7.26, -0.19], [-1.81, 3.29, 1.07], [2.25, -9.04, 1.85], [-0.51, -1.86, -2.92]], "mulliken_charge": [-0.709, 0.308, 0.371, 0.357, 0.419, 0.249, 0.317, -0.887, -0.513, 0.518, 0.325, -0.724, -0.082, -0.383, -1.211, 0.659, 0.287, -0.525, 0.258, 0.345, 0.272, -0.208, -0.975, -0.941, 0.335, 0.423, 0.369, -0.555, 0.389, -0.450, 0.226, -0.645, 0.349, 0.306, -1.482, -0.467, 0.274, -0.675, 0.422, 0.464, 0.154, 0.272, 0.903, -0.219, -0.771, -0.513, 0.257, 0.342, 0.865, 0.069, 0.330, 0.442, 0.339, 0.381, 0.065, 0.239, 0.017, 0.198, 0.001, -0.472, -0.950, 0.318, 0.388, 0.341, 0.517, -0.522, 0.060, -0.471, 0.193, 0.241, -0.330, -0.975, 0.313, -0.505, -0.051, 0.275, 0.450]}


Entry 3:
{"formula": "C8H16N2O3", "method": "ωB97M-V/def2-TZVPD", "gap_ev": 9.4, "e_above_lowest_ev": 4.1320, "e_homo_ev": -8.8, "smiles": "CON1C(=O)N(C)C(C)(C)[C@@]1(C)O", "symbols": ["H", "H", "N", "C", "H", "O", "H", "H", "H", "H", "H", "H", "O", "H", "H", "H", "N", "C", "C", "H", "O", "C", "C", "H", "H", "C", "C", "C", "H"], "coordinates": [[0.78, -2.46, 1.98], [0.91, 1.83, -2.23], [-0.06, -0.32, 1.25], [-1.40, -0.38, 0.91], [-0.34, 2.66, -1.17], [0.36, -0.53, 2.54], [2.43, -0.27, 1.27], [-2.83, -0.30, -1.95], [-0.94, 1.57, -2.47], [-0.17, -0.49, -2.84], [1.39, 1.88, 1.43], [1.32, -0.92, -1.94], [-2.22, -1.01, 1.60], [2.87, 1.00, -0.20], [-3.41, 0.21, -0.20], [2.36, -0.77, -0.42], [-1.42, 0.32, -0.34], [0.24, -0.79, -1.88], [0.77, -1.92, 2.92], [-2.72, 1.47, -1.38], [0.70, 1.84, 0.79], [2.18, 0.09, 0.26], [0.74, 0.50, 0.33], [-0.01, -2.31, 3.48], [1.74, -1.94, 3.45], [-2.69, 0.43, -0.98], [-0.11, 0.44, -0.97], [-0.13, 1.77, -1.78], [-0.34, -1.62, -1.43]], "mulliken_charge": [0.285, 0.373, 0.592, 0.254, 0.336, -0.397, 0.466, 0.210, 0.516, 0.399, 0.407, 0.414, -0.684, 0.253, 0.394, 0.397, 0.122, -1.553, -0.670, 0.299, -0.636, -1.462, 1.071, 0.318, 0.257, -0.941, 0.347, -1.673, 0.306]}